(1)
Formula: C56H88N14
Source: OMol25
Level of theory: ωB97M-V/def2-TZVPD

Each line ends with the Löwdin charge.
Cartesian coordinates (Å):
C: 7.98 9.45 0.93  -0.103
C: 7.34 8.53 2.01  -0.233
C: 7.03 7.18 1.33  -0.214
C: 5.91 7.21 0.38  -0.238
N: 5.02 7.30 -0.36  0.134
H: 8.01 10.48 1.29  0.066
H: 7.32 9.49 0.06  0.067
H: 8.97 9.05 0.71  0.075
H: 6.39 8.95 2.35  0.109
H: 8.06 8.30 2.79  0.105
H: 6.77 6.48 2.12  0.112
H: 7.85 6.70 0.80  0.118
C: -1.05 -8.27 6.97  -0.110
C: -0.01 -7.21 6.60  -0.254
C: -0.68 -5.95 6.03  -0.204
C: -1.59 -6.16 4.88  -0.233
N: -2.20 -6.30 3.93  0.139
H: -0.62 -8.92 7.73  0.069
H: -1.39 -8.81 6.09  0.077
H: -1.85 -7.77 7.51  0.075
H: 0.70 -7.59 5.87  0.109
H: 0.45 -6.86 7.53  0.106
H: 0.05 -5.15 5.93  0.116
H: -1.33 -5.49 6.78  0.111
C: -5.74 -0.71 8.41  -0.115
C: -5.79 -0.99 6.94  -0.261
C: -4.88 -0.17 5.97  -0.187
C: -3.47 -0.06 6.30  -0.245
N: -2.33 0.03 6.53  0.131
H: -5.87 0.33 8.68  0.081
H: -4.79 -1.00 8.85  0.072
H: -6.45 -1.40 8.88  0.075
H: -6.81 -0.89 6.57  0.105
H: -5.58 -2.04 6.72  0.108
H: -5.17 0.88 5.92  0.119
H: -4.91 -0.62 4.98  0.118
C: -6.80 -2.97 -3.82  -0.099
C: -6.08 -4.10 -4.61  -0.262
C: -5.38 -3.63 -5.89  -0.196
C: -4.72 -4.77 -6.59  -0.219
N: -4.25 -5.66 -7.19  0.127
H: -7.55 -3.28 -3.10  0.067
H: -7.37 -2.33 -4.49  0.068
H: -6.07 -2.38 -3.26  0.069
H: -6.80 -4.84 -4.96  0.104
H: -5.38 -4.68 -4.00  0.108
H: -4.65 -2.89 -5.57  0.116
H: -6.12 -3.24 -6.59  0.117
C: 9.16 5.34 -5.92  -0.107
C: 8.74 4.61 -7.22  -0.230
C: 7.34 3.88 -7.08  -0.189
C: 7.20 2.73 -6.16  -0.220
N: 7.04 1.85 -5.40  0.126
H: 8.41 5.14 -5.15  0.066
H: 9.15 6.42 -6.03  0.066
H: 10.14 5.13 -5.51  0.070
H: 9.38 3.78 -7.51  0.098
H: 8.78 5.33 -8.03  0.099
H: 7.08 3.55 -8.09  0.109
H: 6.64 4.62 -6.69  0.112
C: 0.67 -1.93 -1.76  -0.079
C: -0.38 -0.77 -1.53  -0.249
C: 0.03 0.45 -0.70  -0.224
C: -0.98 1.40 -0.44  -0.241
N: -1.79 2.22 -0.22  0.139
H: 1.10 -2.19 -0.79  0.066
H: 1.39 -1.52 -2.47  0.067
H: 0.28 -2.85 -2.20  0.065
H: -1.25 -1.19 -1.01  0.100
H: -0.78 -0.38 -2.46  0.103
H: 0.86 0.94 -1.21  0.128
H: 0.39 0.02 0.23  0.124
C: 6.72 -1.76 4.00  -0.116
C: 7.04 -2.46 5.32  -0.226
C: 8.59 -2.29 5.72  -0.160
C: 9.11 -0.95 5.43  -0.268
N: 9.58 0.08 5.29  0.144
H: 7.20 -0.79 3.93  0.059
H: 5.65 -1.56 3.96  0.072
H: 7.07 -2.32 3.13  0.076
H: 6.77 -3.51 5.40  0.099
H: 6.43 -1.94 6.06  0.097
H: 9.17 -2.96 5.09  0.113
H: 8.75 -2.46 6.79  0.111
C: -2.00 5.07 -7.16  -0.098
C: -2.12 4.83 -8.70  -0.250
C: -2.21 3.32 -9.01  -0.186
C: -1.08 2.47 -8.44  -0.208
N: -0.25 1.82 -7.94  0.122
H: -1.18 4.47 -6.76  0.060
H: -2.91 4.77 -6.65  0.073
H: -1.74 6.12 -7.02  0.069
H: -1.29 5.30 -9.21  0.103
H: -3.01 5.31 -9.11  0.102
H: -2.27 3.21 -10.10  0.104
H: -3.14 2.87 -8.65  0.109
C: -0.04 13.01 -0.16  -0.098
C: -1.09 12.00 0.36  -0.227
C: -1.43 10.87 -0.67  -0.193
C: -2.09 11.34 -1.85  -0.275
N: -2.67 11.71 -2.76  0.143
H: -0.38 13.48 -1.09  0.071
H: 0.96 12.59 -0.31  0.071
H: 0.07 13.77 0.61  0.066
H: -2.02 12.53 0.57  0.104
H: -0.83 11.53 1.31  0.100
H: -2.01 10.03 -0.27  0.119
H: -0.57 10.42 -1.16  0.119
N: -8.03 5.82 7.36  -0.004
C: -6.81 6.40 6.99  -0.120
C: -6.28 7.00 8.14  -0.127
C: -7.28 6.98 9.11  -0.132
C: -8.33 6.20 8.64  -0.141
H: -8.66 5.29 6.77  0.141
H: -6.37 6.21 6.02  0.097
H: -5.28 7.38 8.20  0.092
H: -7.25 7.43 10.09  0.091
H: -9.22 5.81 9.10  0.103
N: -11.43 4.46 2.21  -0.034
C: -10.66 3.41 1.98  -0.185
C: -11.32 2.29 2.45  -0.104
C: -12.41 2.78 3.28  -0.081
C: -12.58 4.15 2.89  -0.113
H: -11.27 5.37 1.81  0.151
H: -9.70 3.51 1.50  0.112
H: -10.90 1.29 2.47  0.081
H: -13.06 2.22 3.93  0.076
H: -13.33 4.91 3.08  0.098
N: 3.99 -6.65 -7.28  -0.028
C: 5.32 -6.33 -7.42  -0.098
C: 5.94 -7.58 -7.17  -0.118
C: 4.98 -8.57 -6.90  -0.125
C: 3.78 -7.97 -7.09  -0.163
H: 3.21 -6.01 -7.28  0.147
H: 5.62 -5.30 -7.55  0.101
H: 7.02 -7.71 -7.17  0.081
H: 5.12 -9.61 -6.67  0.094
H: 2.78 -8.37 -7.02  0.110
N: 6.42 -8.92 2.13  0.008
C: 7.35 -8.30 1.30  -0.131
C: 6.72 -7.92 0.11  -0.127
C: 5.41 -8.35 0.17  -0.108
C: 5.26 -8.87 1.45  -0.175
H: 6.55 -9.25 3.07  0.148
H: 8.38 -8.21 1.62  0.095
H: 7.20 -7.33 -0.66  0.093
H: 4.69 -8.34 -0.64  0.094
H: 4.42 -9.35 1.93  0.102
N: -2.06 -11.11 -1.47  -0.001
C: -2.21 -10.97 -2.80  -0.151
C: -2.06 -12.22 -3.36  -0.150
C: -1.79 -13.14 -2.39  -0.131
C: -1.84 -12.46 -1.17  -0.109
H: -1.99 -10.31 -0.86  0.147
H: -2.19 -10.01 -3.29  0.109
H: -2.13 -12.50 -4.40  0.095
H: -1.56 -14.18 -2.55  0.096
H: -1.66 -12.81 -0.17  0.095

Calculated values
net charge	0
max |F|	4.56	eV/Å
orbital gap	8.278	eV
LUMO	0.327	eV
HOMO level	-7.9509	eV
molar mass	957.418	g mol⁻¹
relative energy (zero: lowest compared OMol25 entry of this formula, charge and spin)	100.1	kcal/mol

(2)
Formula: C3H6N2O
Source: OMol25
Level of theory: ωB97M-V/def2-TZVPD

Each line ends with the natural charge from an NBO analysis.
Cartesian coordinates (Å):
C: 0.67 0.67 1.07  -0.210
C: 0.32 -0.09 -0.21  0.222
C: -1.06 0.07 -0.75  0.116
O: 1.33 0.63 -0.97  -0.695
N: 0.84 -1.18 0.43  -0.613
N: -1.97 -0.70 -0.34  -0.610
H: 2.11 0.05 -0.89  0.492
H: 0.10 -1.77 0.81  0.373
H: -2.86 -0.54 -0.81  0.348
H: 0.52 0.33 2.09  0.192
H: 1.18 1.63 1.05  0.209
H: -1.18 0.89 -1.47  0.176

Calculated values
net charge	0
max |F|	3.26	eV/Å
orbital gap (spin up / spin down)	8.829 / 8.742	eV
LUMO (spin up / spin down)	-0.083 / -0.104	eV
HOMO level (spin up / spin down)	-8.9126 / -8.8461	eV
molar mass	86.094	g mol⁻¹
relative energy (zero: lowest compared OMol25 entry of this formula, charge and spin)	124.3	kcal/mol

max |F| of number 1 (C56H88N14)?
4.56 eV/Å

The highest relative energy (zero: lowest compared OMol25 entry of this formula, charge and spin) belongs to which entry?
C3H6N2O

Which formula does entry 1 have?
C56H88N14